C6H8O2 | the ωB97M-V functional and the def2-TZVPD basis

XYZ file:
```
16
Properties=species:S:1:pos:R:3
O 0.00 -1.91 -1.13
O 2.54 -1.09 0.39
C -0.88 -1.41 0.95
C 1.63 -0.36 0.07
C -0.15 0.79 -0.62
C -0.88 1.51 0.48
C 1.32 0.77 -0.62
C -0.03 -1.07 -0.05
H 1.98 1.47 -1.11
H -0.40 1.35 1.45
H 0.71 -1.65 -1.73
H -0.65 0.90 -1.59
H -1.93 1.24 0.53
H -1.01 -0.79 1.82
H -0.79 2.58 0.26
H -1.46 -2.33 0.88
```

frontier orbital gap (spin up / spin down): 6.73 / 6.72 eV
HOMO (spin up / spin down): -8.14 / -8.14 eV
E: -383.7285 Ha
molar mass: 112.1 g mol⁻¹
net charge: 0
LUMO level (spin up / spin down): -1.414 / -1.415 eV